Record 1
A molecular structure, C31H53N7OSiTb in a non-equilibrium geometry. Source: the OMol25 dataset; level of theory: ωB97M-V/def2-TZVPD.

```
94
Properties=species:S:1:pos:R:3:forces:R:3
Tb -0.097 -0.571 -0.510 1.1009 0.8998 -0.8686
N 0.255 0.354 -3.161 0.6601 0.0752 -0.6681
C -0.920 0.526 -4.012 0.1550 -0.5528 -1.5980
C -1.998 1.226 -3.280 -1.4103 0.7288 -1.0700
N -2.391 0.523 -2.069 -0.3222 0.2547 1.6894
C -3.171 1.418 -1.171 -0.4330 0.8104 -0.0417
C -2.730 1.369 0.299 -1.3926 0.9376 -0.7261
N -1.297 1.388 0.420 0.2983 -0.4825 1.7742
H 0.976 -0.138 -3.713 -0.2481 0.4418 0.5010
H 0.656 1.277 -2.891 -0.3187 -0.9223 -0.2208
H -0.775 1.049 -5.012 0.2560 -0.3681 1.2071
H -1.313 -0.468 -4.316 0.3089 0.2419 0.2560
H -1.706 2.276 -3.044 0.0111 -0.7996 0.1617
H -2.843 1.337 -4.018 0.4315 -0.0328 0.7377
H -2.973 -0.300 -2.189 0.2358 0.0784 -0.7336
H -3.074 2.450 -1.631 -0.2583 -1.0077 0.9451
H -4.263 1.171 -1.085 0.8118 0.1711 -0.7454
H -3.244 2.245 0.750 0.3732 -0.4363 0.1184
H -3.185 0.473 0.720 0.4553 -0.1070 0.3195
H -0.870 2.153 -0.068 0.1710 0.3788 -0.3645
H -1.009 1.499 1.415 -0.3242 -0.1567 -0.9183
N 1.467 -2.735 0.328 1.2870 0.1717 0.5401
C 2.726 -3.333 -0.267 -0.0054 -0.1690 0.3482
C 2.536 -3.926 -1.658 -0.0984 -0.3798 -0.6870
C 1.889 -2.903 -2.612 0.5405 -0.1117 -0.1827
N 0.496 -2.532 -2.229 0.5998 1.1736 -1.1120
H 1.652 -2.540 1.329 0.0461 0.0494 -0.7437
H 0.778 -3.465 0.390 -0.5250 -0.3891 -0.0948
H 3.174 -4.088 0.403 -0.2964 0.2083 -0.1599
H 3.485 -2.560 -0.384 -0.1723 0.3421 0.2617
H 2.007 -4.929 -1.647 0.3283 1.1404 -0.0154
H 3.544 -4.112 -2.118 -0.7769 -0.0548 0.6560
H 1.880 -3.313 -3.638 0.1197 0.1494 0.4228
H 2.570 -2.020 -2.613 -0.6704 -0.2767 -0.0256
H 0.107 -3.346 -1.833 -0.8465 -1.1723 0.5290
H -0.015 -2.382 -3.105 0.0321 -0.0340 0.4472
C -4.623 -2.340 0.081 -0.7167 -0.8448 -0.6144
Si -2.848 -2.960 -0.069 0.3183 0.6820 0.4442
C -2.618 -3.114 -1.989 0.7649 -0.3124 1.4579
C -2.863 -4.713 0.603 0.1323 -0.0780 0.5214
N -1.644 -1.873 0.724 -0.4312 -1.0224 -1.3711
C -1.708 -1.636 2.072 -0.1059 -0.0401 1.0611
C -2.690 -2.186 2.967 0.0271 1.1735 0.4072
C -2.936 -1.578 4.206 1.0932 0.2036 0.1917
C -2.122 -0.534 4.711 0.0820 -1.0197 -1.1891
C -1.033 -0.124 3.934 -0.0716 -0.9727 -0.3428
C -0.771 -0.757 2.708 -0.7360 0.2821 0.0686
O 0.418 -0.434 1.960 -0.2292 -0.0671 0.1920
C 1.579 -0.229 2.751 -0.3526 -0.5061 1.0695
C 1.903 -1.192 3.757 -0.0324 0.4533 -0.2891
C 2.955 -0.958 4.624 1.0946 2.2118 -0.7329
C 3.762 0.227 4.440 -1.7986 -0.5975 -0.4432
C 3.346 1.188 3.505 1.3708 -1.1134 -0.3286
C 2.275 0.961 2.630 -0.2460 -0.0199 -0.1237
H -4.842 -1.803 0.988 -0.0029 0.3208 0.4073
H -5.362 -3.203 0.050 0.9346 0.8427 -0.0331
H -4.882 -1.707 -0.779 0.0005 0.0475 0.1977
H -3.596 -3.440 -2.273 -0.9013 0.2927 -0.4895
H -2.031 -4.000 -2.241 0.4758 0.2580 -0.0497
H -2.281 -2.225 -2.520 -0.1583 -0.1740 -0.2072
H -3.757 -4.885 1.233 0.5066 0.1320 -0.1941
H -1.958 -4.960 1.200 -0.5346 0.0077 -0.4289
H -2.962 -5.394 -0.244 0.1692 -0.1988 0.0536
H -3.302 -3.051 2.715 0.1305 0.3646 -0.3513
H -3.709 -1.956 4.863 -0.0598 -0.1719 -0.1436
H -2.217 -0.229 5.737 -0.2451 0.4429 0.0305
H -0.329 0.600 4.312 0.1665 0.0912 0.1013
H 1.331 -2.104 3.930 -0.2283 0.3733 -0.3548
H 3.165 -1.588 5.467 0.0770 -0.5054 -0.0289
H 4.671 0.388 5.005 -0.1763 -0.0101 0.1610
H 4.046 1.993 3.288 -0.4518 0.2255 0.2378
H 2.020 1.687 1.835 0.0940 -0.5080 0.6343
C 0.707 6.498 -1.524 -0.3595 -0.8692 0.3607
N 1.249 5.268 -0.936 0.3399 0.9561 -0.1771
C 1.484 5.375 0.500 -0.6694 -0.0880 -0.0193
C 0.770 4.027 -1.469 0.7130 -0.1877 -0.1567
C 1.786 2.911 -1.198 1.0789 0.9137 -0.5026
C 3.134 3.322 -1.246 0.4834 0.0242 0.2901
C 4.162 2.428 -0.904 -0.6054 -0.4449 -0.3264
C 3.846 1.087 -0.637 -1.1030 1.0700 -0.3415
C 2.498 0.719 -0.643 0.9001 -0.1509 0.1616
C 1.464 1.595 -0.910 -1.5405 -1.0593 0.8782
H 1.386 7.315 -1.335 0.2706 0.2958 0.0183
H -0.253 6.752 -1.059 -0.2069 0.1693 -0.0628
H 0.542 6.412 -2.608 0.2165 -0.1593 0.3607
H 2.099 6.273 0.652 0.1611 -0.4863 0.2137
H 1.933 4.446 0.917 0.0370 0.7879 -0.4345
H 0.557 5.555 1.100 0.1556 -0.1222 -0.3973
H 0.669 4.191 -2.566 -0.2564 -0.2933 0.6151
H -0.172 3.717 -1.023 -0.7607 -0.0910 -0.1312
H 3.370 4.385 -1.493 -0.2072 -1.0782 0.3091
H 5.187 2.761 -0.857 0.1188 0.0479 -0.1370
H 4.559 0.333 -0.445 1.0208 -0.4422 0.3772
H 2.311 -0.318 -0.276 0.1305 0.1645 -0.3582
```
Positions in Å, forces in eV/Å.

Output
ΔE to the lowest compared entry with this formula, charge and spin: 0.0 kcal/mol
Frontier orbital gap (alpha / beta): 6.79 / 7.69 eV
Total charge: +1
E_LUMO (alpha / beta): -0.1070 / -0.0739 Ha
HOMO (alpha / beta): -9.7 / -9.7 eV
Spin multiplicity: 7

=====

Record 2
A molecular structure, C19H28BrF2NO3Os. Source: the OMol25 dataset; level of theory: ωB97M-V/def2-TZVPD.

```
55
Properties=species:S:1:pos:R:3:forces:R:3
Os -0.565 1.469 2.104 0.5686 -0.5180 -0.2351
C 2.237 -2.846 -3.818 0.0215 -0.0290 -0.0376
C 2.215 -1.306 -3.885 -0.0761 0.0343 0.1088
C 3.651 -0.790 -3.870 0.0632 0.0131 -0.0310
C 1.533 -0.855 -5.191 0.0167 -0.0201 -0.0382
C 1.397 -0.791 -2.724 0.0838 -0.0328 -0.0910
C 1.946 0.086 -1.754 -0.1293 0.0841 0.1720
C 1.158 0.516 -0.734 0.1547 -0.1138 -0.2235
Br 1.874 1.698 0.558 0.0823 0.0544 0.0485
C -0.208 0.107 -0.594 -0.1023 0.1418 0.2270
O -0.928 0.552 0.379 0.0555 -0.0502 -0.1964
C -0.781 -0.791 -1.573 0.1196 -0.0605 -0.1152
C 0.047 -1.189 -2.588 -0.1522 -0.0747 0.0111
C -2.224 -1.263 -1.457 0.0286 0.0173 -0.0115
C -2.420 -2.045 -0.147 -0.0084 -0.0336 0.0175
C -2.576 -2.201 -2.610 -0.0900 -0.0602 -0.0634
C -3.177 -0.058 -1.521 -0.0562 0.0254 -0.0058
H 2.832 -3.218 -4.652 -0.0044 -0.0005 -0.0035
H 1.243 -3.282 -3.904 -0.0328 -0.0063 0.0043
H 2.695 -3.198 -2.895 0.0090 -0.0059 0.0350
H 4.182 -1.205 -4.725 0.0080 0.0008 -0.0017
H 4.193 -1.099 -2.975 0.0110 -0.0312 0.0354
H 3.703 0.296 -3.958 -0.0175 0.0427 -0.0082
H 2.121 -1.223 -6.032 0.0013 -0.0088 -0.0110
H 1.486 0.231 -5.263 -0.0048 0.0451 0.0064
H 0.525 -1.255 -5.293 -0.0376 -0.0117 0.0002
H 2.974 0.402 -1.836 0.0286 0.0432 0.0444
H -0.343 -1.860 -3.339 0.0114 0.0383 0.0457
H -1.746 -2.901 -0.095 0.0212 -0.0057 -0.0061
H -3.441 -2.425 -0.117 -0.0083 0.0018 0.0007
H -2.270 -1.432 0.738 0.0206 0.0561 0.0362
H -1.961 -3.102 -2.614 0.0102 -0.0250 0.0209
H -2.491 -1.713 -3.582 -0.0053 0.0346 -0.0215
H -3.612 -2.517 -2.498 -0.0070 -0.0077 -0.0008
H -3.052 0.622 -0.681 0.0024 -0.0016 0.0138
H -4.204 -0.421 -1.504 -0.0029 -0.0015 0.0067
H -3.041 0.501 -2.447 0.0145 0.0053 -0.0204
F 1.451 -0.074 3.392 0.0705 0.0063 0.0452
C 0.297 -0.374 2.711 -0.5227 0.1949 0.1594
F 0.630 -1.209 1.703 0.0071 -0.0021 -0.0256
H -0.369 -0.906 3.405 0.1368 -0.1062 -0.0591
C -1.405 3.520 6.137 0.0115 -0.0786 0.0227
N -0.166 2.732 6.057 0.1101 -0.0835 -0.1294
C 0.698 2.598 7.250 -0.0584 0.0374 -0.0659
C 0.171 2.144 4.960 -0.0323 0.0747 -0.0472
O -0.566 2.237 3.900 0.0589 0.0899 0.3737
H -1.551 3.814 7.170 -0.0426 0.0138 -0.0230
H -2.244 2.913 5.805 -0.0285 0.0488 -0.0141
H -1.311 4.404 5.510 -0.0476 0.0135 0.0076
H 0.426 3.380 7.950 0.0601 -0.0042 0.0059
H 1.738 2.726 6.960 0.0230 -0.0712 0.0543
H 0.537 1.625 7.708 0.0280 0.0238 0.0535
H 1.090 1.562 4.918 -0.0196 0.0391 0.0922
O -1.309 4.162 0.474 0.0856 -0.0365 0.0589
C -1.090 3.250 1.084 -0.4375 0.3010 -0.2218
```
Positions in Å, forces in eV/Å.

Output
Frontier orbital gap (alpha / beta): 9.01 / 6.33 eV
Total charge: +2
E_LUMO (alpha / beta): -0.2153 / -0.3407 Ha
HOMO (alpha / beta): -14.9 / -15.6 eV
Spin multiplicity: 5

=====

E_tot, respectively: -75791.8100; -105717.2025 eV.
Molecular weight, respectively: 726.82; 626.57 Da.